No. 1
DFT (ωB97M-V/def2-TZVPD) results for a structure of composition C3H6N2O in a non-equilibrium geometry.

Each line ends with the Löwdin charge.
Geometry (Å):
N: -0.030 -0.928 0.443  -0.13
C: 1.329 0.405 0.071  -0.08
C: -0.982 -0.289 -0.171  -0.34
C: -1.637 0.841 -0.336  -0.01
O: 0.481 -2.058 -0.180  -0.06
N: 1.385 1.644 0.239  0.07
H: 0.637 -2.644 0.578  0.11
H: 2.321 2.056 0.132  0.07
H: 2.183 -0.232 -0.218  0.09
H: -1.861 -1.410 0.177  0.19
H: -1.109 1.787 -0.329  0.04
H: -2.717 0.827 -0.406  0.05

Atoms 1-3, force components in eV/Å:
N 6.6 4.1 0.6
C 0.9 -1.1 0.9
C -7.6 -4.8 0.9

Calculated values
Kohn-Sham gap (eV): 9.02
Molecular weight (g mol⁻¹): 86.09
Energy above the lowest of the compared OMol25 structures with the same formula, charge and spin (kJ/mol): 779.76
LUMO (Eh): 0.027

---

No. 2
DFT (ωB97M-V/def2-TZVPD) results for a cluster of 2 separate species, C4H12 in total in a non-equilibrium geometry.

Each line ends with the Löwdin charge.
Geometry (Å):
C: 0.427 2.067 -1.987  -0.18
C: 1.665 2.035 -1.119  -0.17
H: -0.474 1.818 -1.462  0.05
H: 0.278 3.084 -2.374  0.06
H: 0.501 1.492 -2.912  0.06
H: 2.550 2.146 -1.734  0.06
H: 1.868 1.023 -0.759  0.06
H: 1.596 2.830 -0.384  0.06
C: -0.356 -2.354 1.385  -0.16
C: -1.711 -1.743 1.805  -0.17
H: 0.445 -1.763 1.826  0.06
H: -0.390 -3.371 1.733  0.05
H: -0.132 -2.357 0.319  0.06
H: -1.640 -1.374 2.822  0.06
H: -2.145 -1.014 1.119  0.05
H: -2.481 -2.518 1.722  0.06

Atoms 1-3, force components in eV/Å:
C 0.1 0.9 -1.0
C 0.2 -0.8 -0.8
H -0.4 -0.4 0.3

Calculated values
Kohn-Sham gap (eV): 12.66
Molecular weight (g mol⁻¹): 60.14
Energy above the lowest of the compared OMol25 structures with the same formula, charge and spin (kJ/mol): 38.17
SMILES: CC.CC
LUMO (Eh): 0.038

---

No. 3
DFT (ωB97M-V/def2-TZVPD) results for a cluster of 2 separate species, C7H14O in total in a non-equilibrium geometry.

Each line ends with the Löwdin charge.
Geometry (Å):
C: 0.780 -1.820 1.214  -0.10
C: 0.298 -1.282 -0.125  -0.21
C: 1.033 -0.059 -0.604  -0.32
C: 1.915 -0.066 -1.587  0.04
C: 0.573 1.305 -0.071  -0.16
C: -0.143 1.315 1.280  -0.18
C: -1.318 1.920 1.394  0.00
H: 1.685 -2.420 1.139  0.07
H: 1.132 -1.041 1.906  0.06
H: 0.067 -2.406 1.796  0.07
H: -0.750 -1.002 -0.085  0.09
H: 0.476 -2.060 -0.852  0.10
H: 2.421 0.830 -1.902  0.06
H: 2.218 -0.990 -2.071  0.06
H: -0.141 1.719 -0.790  0.11
H: 1.412 1.988 0.000  0.11
H: 0.347 0.812 2.105  0.09
H: -1.845 1.982 2.332  0.05
H: -1.787 2.344 0.514  0.06
H: -3.046 -0.980 -2.333  0.04
H: -2.442 0.371 -1.727  0.03
O: -2.885 -0.460 -1.536  -0.06

Atoms 1-3, force components in eV/Å:
C 0.8 0.3 1.3
C 0.4 0.3 0.1
C -0.4 0.8 0.2

Calculated values
Kohn-Sham gap (eV): 9.99
Molecular weight (g mol⁻¹): 114.19
Energy above the lowest of the compared OMol25 structures with the same formula, charge and spin (kJ/mol): 168.07
SMILES: C=CCC(=C)CC.O
LUMO (Eh): 0.028

---

Question: What is the molecular weight in the second record?
Answer: 60.14 g mol⁻¹

---

Question: Number 3 is which compound?
Answer: C7H14O